<1>
Formula: C3H6OS2
Source: the Open Molecules 2025 dataset
Level of theory: ωB97M-V/def2-TZVPD

Last column: natural (NBO) charge in e.
Atoms and positions in Å:
C -0.936 -2.004 -0.348  -0.79
S -1.343 -0.256 -0.347  0.25
C 0.405 0.173 -0.165  -0.65
C 0.515 1.588 -0.095  0.40
O 1.289 2.325 -0.715  -0.55
S -0.359 2.501 1.184  -0.08
H -1.930 -2.667 -0.170  0.27
H -0.155 -2.087 -1.078  0.22
H -0.182 -2.372 0.516  0.21
H 0.633 -0.141 0.914  0.26
H 0.999 -0.481 -0.886  0.25
H 1.064 3.420 1.189  0.21

Results
Structure (SMILES): CSCC(=O)S
Molar mass in g/mol: 122.21
Total charge: 0
LUMO energy in eV: -0.1



<2>
Formula: C3H6OS2
Source: the Open Molecules 2025 dataset
Level of theory: ωB97M-V/def2-TZVPD

Last column: natural (NBO) charge in e.
Atoms and positions in Å:
C 1.236 -0.916 -1.965  -0.79
S 0.130 0.396 -1.375  0.25
C -0.106 0.006 0.358  -0.22
O -0.895 1.152 0.760  -0.51
C -1.527 1.117 1.959  0.05
S -2.535 2.266 2.549  -0.02
H 0.942 -1.954 -1.503  0.24
H 2.497 -0.592 -1.755  0.22
H 1.127 -0.733 -3.099  0.25
H 0.843 -0.045 0.922  0.19
H -0.595 -0.915 0.628  0.19
H -1.117 0.216 2.520  0.16

Results
Structure (SMILES): CSCOC=S
Molar mass in g/mol: 122.21
Total charge: 0
LUMO energy in eV: 0.2



Least stable: <1>



<1>
Formula: C3H6OS2
Source: the Open Molecules 2025 dataset
Level of theory: ωB97M-V/def2-TZVPD

Last column: natural (NBO) charge in e.
Atoms and positions in Å:
C 0.670 -0.635 0.228  -0.52
C 1.876 0.250 -0.272  0.42
O 3.058 -0.015 -0.318  -0.49
C -0.560 0.360 0.320  -0.57
S -1.238 -0.362 1.910  0.04
S -2.705 -0.187 -1.578  -0.17
H 0.278 -1.501 -0.471  0.28
H 1.114 -0.943 1.317  0.27
H 1.693 1.345 -0.451  0.11
H -0.613 1.389 0.494  0.25
H -0.808 0.294 -0.849  0.28
H -2.765 0.002 -0.330  0.09

Results
Molar mass in g/mol: 122.21
Total charge: 0
LUMO energy in eV: -3.9



<2>
Formula: C3H6OS2
Source: the Open Molecules 2025 dataset
Level of theory: ωB97M-V/def2-TZVPD

Last column: natural (NBO) charge in e.
Atoms and positions in Å:
O 0.725 2.398 -1.352  -0.51
C -0.084 1.795 -0.711  0.43
C -1.144 0.801 -1.168  -0.54
C -0.553 -0.671 -1.284  -0.49
S -0.266 -1.541 0.372  0.07
S 0.715 -0.467 1.762  -0.14
H 0.029 2.007 0.405  0.12
H -2.063 0.894 -0.548  0.24
H -1.496 0.942 -2.231  0.24
H -1.227 -1.439 -1.790  0.24
H 0.444 -0.733 -1.742  0.23
H 2.019 -0.280 1.573  0.12

Results
Structure (SMILES): O=CCCSS
Molar mass in g/mol: 122.21
Total charge: 0
LUMO energy in eV: 0.4



Least stable: <1>



<1>
Formula: C3H6OS2
Source: the Open Molecules 2025 dataset
Level of theory: ωB97M-V/def2-TZVPD

Last column: natural (NBO) charge in e.
Atoms and positions in Å:
C -2.687 -0.897 -0.152  -0.74
S -1.524 0.539 -0.206  0.20
C -0.199 -0.091 0.845  -0.62
C 1.081 0.272 0.182  0.22
O 1.092 1.510 -0.117  -0.66
S 2.117 -0.881 -0.197  -0.08
H -3.318 -0.919 0.777  0.22
H -3.451 -0.810 -0.920  0.23
H -2.061 -1.815 -0.351  0.23
H -0.232 -1.173 1.026  0.25
H -0.246 0.453 1.906  0.23
H 1.905 1.959 -0.291  0.51

Results
Structure (SMILES): CSCC(O)=S
Molar mass in g/mol: 122.21
Total charge: 0
LUMO energy in eV: 0.4



<2>
Formula: C3H6OS2
Source: the Open Molecules 2025 dataset
Level of theory: ωB97M-V/def2-TZVPD

Last column: natural (NBO) charge in e.
Atoms and positions in Å:
C 0.298 0.631 0.558  -0.42
C -0.727 -0.520 0.731  -0.42
C 0.194 -0.417 -0.477  -0.45
O -1.218 -1.273 -2.532  -0.91
S -2.403 1.129 -1.341  -0.45
S -0.890 -0.001 -1.875  1.35
H -0.127 1.568 0.585  0.25
H 1.183 0.563 1.216  0.23
H -0.636 -1.458 1.409  0.24
H -1.726 -0.193 0.536  0.25
H 0.913 -1.107 -0.911  0.27
H 0.101 1.012 -2.873  0.06

Results
Molar mass in g/mol: 122.21
Total charge: 0
LUMO energy in eV: -0.4



Least stable: <2>



<1>
Formula: C4H7N4
Source: the Open Molecules 2025 dataset
Level of theory: ωB97M-V/def2-TZVPD

Last column: natural (NBO) charge in e.
Atoms and positions in Å:
C 1.738 1.082 1.097  0.39
C -0.541 0.585 0.077  0.31
C -0.044 1.692 -0.739  -0.73
C -1.009 -1.749 0.540  -0.43
N 1.960 -0.734 -0.508  0.12
N 0.851 -1.160 -0.770  0.06
N 2.076 0.209 0.378  -0.42
N -0.259 -0.673 -0.070  -0.18
H -1.371 0.798 0.747  0.25
H 0.578 1.382 -1.579  0.26
H 0.525 2.409 -0.126  0.31
H -0.901 2.263 -1.106  0.29
H -1.506 -1.405 1.445  0.25
H -1.759 -2.121 -0.160  0.26
H -0.340 -2.578 0.774  0.26

Results
Molar mass in g/mol: 111.13
Total charge: +1
LUMO energy in eV: -6.0



<2>
Formula: C4H7N4
Source: the Open Molecules 2025 dataset
Level of theory: ωB97M-V/def2-TZVPD

Last column: natural (NBO) charge in e.
Atoms and positions in Å:
C 1.668 -0.770 -0.425  -0.06
C -1.858 -0.952 0.277  0.20
C 1.318 0.462 0.289  -0.29
C -1.019 0.869 -0.540  -0.12
N 0.947 -1.776 -0.491  -0.08
N -2.043 -0.046 -0.566  -0.30
N -0.617 -0.884 0.942  -0.13
N -0.142 0.448 0.616  -0.27
H 2.710 -0.953 -0.734  0.28
H -2.518 -1.674 0.503  0.23
H 2.061 0.412 1.138  0.29
H 1.482 1.420 -0.347  0.27
H -0.443 0.502 -1.447  0.25
H -1.240 1.921 -0.648  0.27
H -0.306 1.023 1.432  0.46

Results
Molar mass in g/mol: 111.13
Total charge: +1
LUMO energy (alpha / beta) in eV: -6.5 / -5.2



<3>
Formula: C4H7N4
Source: the Open Molecules 2025 dataset
Level of theory: ωB97M-V/def2-TZVPD

Last column: natural (NBO) charge in e.
Atoms and positions in Å:
C -2.010 -0.843 -0.318  0.11
C -1.570 0.566 -0.101  0.23
C 1.027 -0.092 0.044  0.56
C -0.344 -0.043 0.513  -0.26
N -0.977 -1.320 0.261  -0.37
N -2.092 1.711 -0.162  -0.50
N 1.808 0.939 0.024  -0.69
N 1.443 -1.237 -0.447  -0.72
H -2.795 -1.426 -0.812  0.25
H -0.246 0.011 1.657  0.27
H -1.549 2.614 0.164  0.38
H 1.544 1.832 0.372  0.43
H 2.750 0.749 -0.146  0.41
H 0.628 -1.900 -0.463  0.46
H 2.384 -1.560 -0.585  0.44

Results
Molar mass in g/mol: 111.13
Total charge: +1
LUMO energy in eV: -4.0



<4>
Formula: C4H7N4
Source: the Open Molecules 2025 dataset
Level of theory: ωB97M-V/def2-TZVPD

Last column: natural (NBO) charge in e.
Atoms and positions in Å:
C -0.154 -2.178 -0.231  0.16
C -1.139 0.845 1.038  0.37
C 0.435 -0.946 0.092  -0.02
C 0.292 0.247 -0.820  0.06
N -0.719 -3.146 -0.505  -0.12
N -0.568 -0.164 1.619  -0.55
N -0.779 1.209 -0.159  -0.52
N 1.623 0.732 -0.955  -0.80
H -1.892 1.561 1.391  0.26
H 1.378 -1.111 0.512  0.26
H 0.003 -0.117 -1.808  0.24
H -1.063 -0.916 2.080  0.45
H -1.312 1.793 -0.770  0.45
H 1.689 1.655 -1.315  0.40
H 2.208 0.535 -0.170  0.38

Results
Molar mass in g/mol: 111.13
Total charge: +1
LUMO energy in eV: -5.5



Least stable: <1>



<1>
Formula: C3H8N2
Source: the Open Molecules 2025 dataset
Level of theory: ωB97M-V/def2-TZVPD

Last column: natural (NBO) charge in e.
Atoms and positions in Å:
C -2.236 -0.025 0.025  -0.61
C -0.783 0.397 -0.087  -0.27
N 0.034 -0.824 -0.070  -0.44
C 1.414 -0.407 0.020  0.18
N 1.994 0.760 0.088  -0.86
H -2.335 -0.691 0.874  0.21
H -2.412 -0.611 -0.894  0.21
H -2.851 0.864 0.185  0.22
H -0.556 1.014 -0.954  0.20
H -0.401 0.997 0.755  0.21
H 1.957 1.319 -0.760  0.39
H 0.652 -0.829 0.961  0.39
H 1.992 -1.316 -0.188  0.18

Results
Molar mass in g/mol: 72.11
Total charge: 0
LUMO energy in eV: 0.4



<2>
Formula: C3H8N2
Source: the Open Molecules 2025 dataset
Level of theory: ωB97M-V/def2-TZVPD

Last column: natural (NBO) charge in e.
Atoms and positions in Å:
C 1.338 0.733 1.613  -0.22
N 0.228 0.181 1.354  -0.23
N 0.028 -0.452 0.235  -0.22
C -1.698 -0.626 0.078  -0.40
C 0.638 -0.083 -0.976  -0.46
H 1.454 0.958 2.713  0.17
H 2.079 1.122 1.024  0.16
H -2.101 -1.588 0.384  0.22
H -1.947 0.288 0.551  0.21
H -1.859 -0.511 -1.055  0.18
H 0.034 -0.648 -1.655  0.21
H 0.515 0.904 -1.316  0.18
H 1.685 -0.360 -1.163  0.20

Results
Structure (SMILES): C=NN(C)C
Molar mass in g/mol: 72.11
Total charge: 0
LUMO energy in eV: 1.1



Least stable: <1>



<1>
Formula: C3H8N2
Source: the Open Molecules 2025 dataset
Level of theory: ωB97M-V/def2-TZVPD

Last column: natural (NBO) charge in e.
Atoms and positions in Å:
C 0.101 -1.505 1.302  -0.61
C -0.162 -0.172 0.605  -0.25
N 0.463 -0.252 -0.741  -0.51
C 0.142 1.002 -1.443  0.20
N -0.509 1.964 -0.968  -0.77
H -0.227 -2.319 0.650  0.21
H -0.398 -1.595 2.261  0.21
H 1.172 -1.649 1.432  0.21
H -1.233 0.032 0.540  0.20
H 0.318 0.616 1.172  0.20
H -1.279 2.306 -1.540  0.38
H 1.194 0.616 -0.761  0.38
H 0.418 0.955 -2.509  0.16

Results
Molar mass in g/mol: 72.11
Total charge: 0
LUMO energy in eV: 0.9



<2>
Formula: C3H8N2
Source: the Open Molecules 2025 dataset
Level of theory: ωB97M-V/def2-TZVPD

Last column: natural (NBO) charge in e.
Atoms and positions in Å:
C -1.313 -0.462 -1.070  -0.04
N -1.066 0.149 0.001  -0.41
C -2.193 0.432 0.869  -0.45
H -0.523 -0.869 -1.696  0.19
H -2.339 -0.639 -1.418  0.13
H -2.488 1.474 0.778  0.20
H -1.895 0.281 1.905  0.20
H -3.084 -0.187 0.714  0.18
C 2.921 -0.090 0.355  -0.06
N 1.851 -0.103 -0.320  -0.60
H 3.707 -0.795 0.103  0.16
H 3.061 0.584 1.202  0.14
H 1.213 0.645 -0.055  0.36

Results
Structure (SMILES): C=NC.C=N
Molar mass in g/mol: 72.11
Total charge: 0
LUMO energy in eV: 1.2



Least stable: <1>



<1>
Formula: C3H8N2
Source: the Open Molecules 2025 dataset
Level of theory: ωB97M-V/def2-TZVPD

Last column: natural (NBO) charge in e.
Atoms and positions in Å:
C -2.393 0.286 -0.020  -0.15
N -1.374 -0.164 -0.583  -0.23
N -0.471 -0.847 0.251  -0.46
C 0.933 -0.693 -0.300  -0.25
C 1.655 0.610 -0.016  -0.65
H -2.417 0.194 1.053  0.13
H -3.245 0.796 -0.564  0.19
H -0.530 -0.584 1.241  0.33
H 1.418 -1.567 0.118  0.20
H 0.825 -0.916 -1.377  0.21
H 2.089 0.563 1.107  0.21
H 2.471 0.675 -0.923  0.23
H 1.039 1.646 0.013  0.23

Results
Structure (SMILES): C=NNCC
Molar mass in g/mol: 72.11
Total charge: 0
LUMO energy in eV: 1.1



<2>
Formula: C3H8N2
Source: the Open Molecules 2025 dataset
Level of theory: ωB97M-V/def2-TZVPD

Last column: natural (NBO) charge in e.
Atoms and positions in Å:
C -1.694 -0.400 -0.092  -0.62
C -0.612 0.644 0.181  -0.44
C 0.734 -0.011 -0.333  0.06
N 1.977 0.558 0.169  -0.48
N 1.767 -0.824 0.430  -0.47
H -2.579 -0.362 0.601  0.21
H -1.303 -1.393 -0.036  0.22
H -2.114 -0.151 -1.099  0.21
H -0.597 0.983 1.239  0.22
H -0.661 1.639 -0.359  0.22
H 0.653 -0.539 -1.532  0.19
H 2.790 0.631 -0.604  0.33
H 1.638 -0.775 1.435  0.34

Results
Structure (SMILES): CCC1NN1
Molar mass in g/mol: 72.11
Total charge: 0
LUMO energy in eV: 1.3



<3>
Formula: C3H8N2
Source: the Open Molecules 2025 dataset
Level of theory: ωB97M-V/def2-TZVPD

Last column: natural (NBO) charge in e.
Atoms and positions in Å:
H 2.099 0.179 -2.521  0.35
N 1.629 0.378 -1.712  -0.73
C 0.885 -0.451 -1.104  0.29
N -0.032 0.155 -0.196  -0.63
C -0.592 -0.524 1.043  -0.21
C -1.617 0.429 1.601  -0.63
H 0.701 -1.548 -1.182  0.15
H 0.227 1.184 -0.072  0.39
H 0.177 -0.904 1.880  0.17
H -0.996 -1.449 0.694  0.19
H -1.358 0.634 2.598  0.21
H -2.598 -0.021 1.506  0.22
H -1.491 1.468 1.210  0.22

Results
Structure (SMILES): [H]/N=C/NCC
Molar mass in g/mol: 72.11
Total charge: 0
LUMO energy in eV: 1.2



Least stable: <2>



<1>
Formula: C4H14O4
Source: the Open Molecules 2025 dataset
Level of theory: ωB97M-V/def2-TZVPD

Last column: natural (NBO) charge in e.
Atoms and positions in Å:
C -1.166 0.170 4.776  -0.63
C -0.085 0.445 3.736  -0.34
C 0.116 1.965 3.549  -0.59
C -0.411 -0.136 2.386  0.46
O -1.431 -0.665 2.054  -0.52
H -1.508 1.090 5.246  0.21
H -0.870 -0.490 5.593  0.22
H -2.071 -0.276 4.342  0.24
H 0.875 0.022 4.040  0.22
H 0.820 2.201 2.738  0.21
H 0.489 2.398 4.463  0.22
H -0.825 2.393 3.178  0.21
H 0.428 -0.050 1.662  0.10
O 4.259 -0.858 -4.748  -0.93
H 5.095 -0.972 -5.232  0.47
H 4.346 0.029 -4.364  0.46
O 0.263 -2.328 -6.171  -0.94
H -0.586 -2.133 -6.595  0.47
H 0.068 -2.383 -5.230  0.47
O -2.580 -0.513 -5.156  -0.95
H -3.200 -0.010 -4.621  0.48
H -2.025 0.101 -5.646  0.47

Results
Structure (SMILES): CC(C)C=O.O.O.O
Molar mass in g/mol: 126.15
Total charge: 0
LUMO energy in eV: 0.8



<2>
Formula: C4H14O4
Source: the Open Molecules 2025 dataset
Level of theory: ωB97M-V/def2-TZVPD

Last column: natural (NBO) charge in e.
Atoms and positions in Å:
C -1.724 1.677 -0.376  -0.39
C -1.066 -1.078 1.882  0.07
C 0.140 -1.802 1.835  -0.29
O 0.768 -1.918 0.406  -0.61
C -0.876 2.394 -1.181  -0.31
O -0.423 -0.822 -2.183  -1.00
H -1.318 0.899 0.275  0.17
H -2.683 2.132 -0.133  0.19
H -1.995 -1.579 2.041  0.21
H -1.011 -0.170 2.346  0.20
H 0.258 -2.857 2.138  0.26
H 0.973 -1.269 2.389  0.23
H 0.136 -1.320 -0.066  0.50
H -1.016 3.436 -1.386  0.20
H 0.038 1.861 -1.536  0.24
H -0.106 -1.463 -2.816  0.46
H 2.658 -0.006 -1.920  0.43
H 0.463 -0.422 -1.883  0.50
O 1.904 0.529 -1.683  -1.02
H 2.017 0.765 -0.040  0.50
H 1.306 0.091 1.101  0.43
O 1.556 0.922 0.788  -0.96

Results
Molar mass in g/mol: 126.15
Total charge: 0
LUMO energy in eV: -5.1



Least stable: <2>